(1)
The following is a DFT calculation (ωB97M-V/def2-TZVPD) of a single C3H3NO2 molecule at a distorted geometry.

Last column: Löwdin charge in e.
Geometry (Å):
C (-0.702, 1.392, 0.100)  0.263
C (1.517, 0.086, 0.823)  0.111
C (-1.069, 0.197, -0.486)  -0.637
N (-0.061, -0.822, -0.555)  0.056
O (-2.072, -0.024, -1.145)  0.039
O (1.155, -0.875, 0.084)  -0.065
H (-1.004, 1.759, 1.063)  0.025
H (2.495, -0.093, 1.262)  0.048
H (-0.259, -1.620, -1.146)  0.159

F_max: 0.06088 hartree/bohr
E_LUMO (spin up / spin down): -0.90 / -0.90 eV
E_HOMO (spin up / spin down): -9.3 / -9.3 eV
Orbital gap (spin up / spin down): 0.3074 / 0.3074 Eh

---

(2)
The following is a DFT calculation (ωB97M-V/def2-TZVPD) of a single C5H6F2 molecule at a distorted geometry.

Last column: Löwdin charge in e.
Geometry (Å):
C (-0.278, 1.618, -1.270)  0.109
C (-0.583, 0.595, -0.490)  -0.129
C (0.214, -0.686, -0.199)  -0.130
C (1.289, -0.647, 0.878)  -0.037
C (-1.258, -0.412, 0.240)  -0.411
F (-2.351, -1.088, -0.155)  0.121
F (-1.464, -0.066, 1.598)  0.045
H (-0.974, 2.416, -1.399)  0.058
H (0.624, 1.716, -1.772)  0.050
H (0.257, -1.412, -0.905)  0.104
H (1.282, 0.142, 1.513)  0.037
H (2.202, -0.592, 0.402)  0.047
H (1.040, -1.584, 1.558)  0.135

F_max: 0.10216 hartree/bohr
E_LUMO: 0.75 eV
E_HOMO: -10.4 eV
SMILES: C=C1[C@@H](C)C1(F)F
Orbital gap: 0.4091 Eh

---

(3)
The following is a DFT calculation (ωB97M-V/def2-TZVPD) of 11 unconnected molecules or ions with the total composition C4H28N2O12 at a distorted geometry.

Last column: Löwdin charge in e.
Geometry (Å):
N (-1.330, -1.105, 0.139)  0.122
C (-0.383, -0.178, -0.312)  -0.586
O (-0.027, 0.654, 0.527)  0.022
N (-0.066, -0.102, -1.621)  0.093
C (-0.018, -1.382, -2.365)  -0.165
C (1.194, -2.200, -1.879)  -0.126
C (2.395, -1.840, -2.773)  -0.236
O (3.478, -1.848, -2.226)  0.034
H (-1.187, -2.144, 0.007)  0.106
H (-1.457, -1.006, 1.136)  0.064
H (0.737, 0.464, -1.857)  0.106
H (0.136, -1.201, -3.434)  0.114
H (-0.999, -1.842, -2.271)  0.113
H (0.943, -3.272, -1.929)  0.126
H (1.594, -1.926, -0.893)  0.107
H (2.340, -1.338, -3.743)  0.125
O (-0.137, -0.053, 3.472)  -0.040
H (-0.133, -0.923, 3.862)  0.032
H (0.750, 0.089, 3.136)  0.013
O (-0.669, 3.380, 1.909)  -0.047
H (-0.770, 2.507, 2.294)  0.010
H (-1.380, 3.372, 1.259)  0.041
O (1.844, 3.686, -0.114)  -0.055
H (2.510, 3.399, 0.515)  0.028
H (1.090, 4.126, 0.289)  0.045
O (2.260, 1.887, 2.074)  -0.055
H (1.971, 2.219, 2.928)  0.049
H (1.456, 1.519, 1.675)  -0.008
O (-3.740, -0.026, 1.933)  -0.030
H (-3.592, 0.414, 2.762)  0.036
H (-2.928, 0.023, 1.422)  -0.011
O (2.526, 1.338, -1.295)  -0.077
H (2.101, 2.184, -1.041)  0.004
H (3.277, 1.262, -0.685)  0.053
O (-3.541, 0.291, -1.330)  -0.076
H (-3.983, 0.404, -0.464)  0.045
H (-2.740, -0.119, -0.926)  0.000
O (-1.532, -3.358, 1.509)  -0.059
H (-1.879, -4.259, 1.405)  0.065
H (-1.794, -3.418, 2.447)  0.067
O (1.657, -3.576, 1.257)  -0.060
H (1.988, -2.983, 1.938)  0.033
H (2.450, -3.669, 0.712)  0.040
O (-2.707, 2.895, -1.705)  -0.088
H (-2.557, 1.927, -1.640)  -0.009
H (-2.114, 3.065, -2.455)  0.034

F_max: 0.05119 hartree/bohr
E_LUMO: -0.23 eV
E_HOMO: -9.9 eV
SMILES: NC(=O)NCCC=O.O.O.O.O.O.O.O.O.O.O
Orbital gap: 0.3567 Eh

---

(4)
The following is a DFT calculation (ωB97M-V/def2-TZVPD) of 2 unconnected molecules or ions with the total composition C2H7BrN2 at a distorted geometry.

Last column: Löwdin charge in e.
Geometry (Å):
C (0.440, -1.384, 2.037)  -0.001
C (-0.467, 0.413, -2.404)  -0.063
N (0.220, -0.129, 1.768)  -0.262
N (0.779, 0.534, 0.809)  -0.501
Br (0.305, 2.327, 0.751)  0.568
H (0.421, -0.117, -2.088)  0.008
H (-0.093, -1.848, 2.839)  0.058
H (1.143, -1.932, 1.439)  0.070
H (-1.137, -0.266, -2.918)  0.011
H (-0.966, 0.822, -1.538)  -0.029
H (-0.189, 1.221, -3.068)  0.014
H (-0.456, 0.358, 2.373)  0.126

F_max: 0.02170 hartree/bohr
E_LUMO (spin up / spin down): 0.52 / 0.52 eV
E_HOMO (spin up / spin down): -8.0 / -8.0 eV
Orbital gap (spin up / spin down): 0.3126 / 0.3125 Eh

---

(5)
The following is a DFT calculation (ωB97M-V/def2-TZVPD) of a single C22H21N5O3 molecule at a distorted geometry.

Last column: Löwdin charge in e.
Geometry (Å):
C (-1.413, -4.127, -0.590)  0.014
C (-1.959, -2.919, 0.140)  -0.510
O (-3.127, -2.588, 0.051)  0.047
N (-1.090, -2.239, 0.932)  -0.055
C (0.332, -2.479, 0.970)  -0.106
C (1.128, -1.810, -0.131)  -0.202
C (0.534, -1.298, -1.275)  -0.045
C (1.306, -0.708, -2.262)  -0.067
C (2.680, -0.634, -2.123)  -0.091
C (3.281, -1.148, -0.985)  -0.084
C (2.509, -1.729, 0.004)  -0.043
C (-1.604, -1.080, 1.652)  -0.083
C (-1.621, 0.148, 0.798)  -0.121
C (-2.672, 0.503, -0.019)  -0.001
N (-2.284, 1.584, -0.723)  -0.157
C (-3.059, 2.357, -1.652)  -0.127
C (-4.231, 3.068, -0.954)  -0.154
C (-3.762, 3.923, 0.111)  -0.242
N (-3.389, 4.588, 0.960)  0.163
N (-1.048, 1.948, -0.422)  0.163
C (-0.610, 1.097, 0.499)  -0.202
C (0.760, 1.204, 0.983)  -0.140
C (1.130, 0.879, 2.287)  -0.014
C (2.453, 0.949, 2.691)  -0.054
C (3.435, 1.345, 1.803)  0.003
C (3.061, 1.702, 0.512)  -0.157
N (4.074, 2.106, -0.428)  -0.356
O (3.722, 2.410, -1.548)  0.080
O (5.227, 2.106, -0.049)  0.077
C (1.740, 1.649, 0.101)  0.054
H (-1.116, -4.892, 0.125)  0.088
H (-0.558, -3.868, -1.209)  0.077
H (-2.205, -4.527, -1.217)  0.088
H (0.708, -2.122, 1.934)  0.127
H (0.518, -3.557, 0.934)  0.127
H (-0.538, -1.349, -1.398)  0.114
H (0.830, -0.307, -3.144)  0.109
H (3.279, -0.167, -2.890)  0.107
H (4.353, -1.093, -0.866)  0.111
H (2.980, -2.124, 0.893)  0.119
H (-1.007, -0.946, 2.554)  0.111
H (-2.635, -1.315, 1.934)  0.131
H (-3.627, 0.034, -0.142)  0.133
H (-2.377, 3.089, -2.092)  0.133
H (-3.453, 1.705, -2.439)  0.130
H (-4.777, 3.677, -1.679)  0.124
H (-4.918, 2.334, -0.526)  0.120
H (0.374, 0.595, 3.003)  0.110
H (2.719, 0.694, 3.705)  0.109
H (4.474, 1.392, 2.088)  0.119
H (1.471, 1.938, -0.902)  0.123

F_max: 0.02668 hartree/bohr
E_LUMO: -0.41 eV
E_HOMO: -9.0 eV
SMILES: CC(=O)N(Cc1ccccc1)Cc1cn(CCC#N)nc1-c1cccc([N+](=O)[O-])c1
Orbital gap: 0.3141 Eh